No. 1
The following is a DFT calculation (ωB97M-V/def2-TZVPD) of a molecular structure, C2CuF3NO5S2 at a distorted geometry.

As for the energy: -3243.61988 a.u. For the HOMO energy (spin up / spin down), the calculation gives -2.234 / -4.385 eV. The value obtained for the energy above the lowest of the compared OMol25 structures with the same formula, charge and spin is 0.0 kJ/mol. As for the expectation value of S²: 2.005. The multiplicity is 3. The LUMO energy (spin up / spin down) comes out at 0.1219 / 0.0732 Ha. The total charge is -1. For the HOMO-LUMO gap (spin up / spin down), the calculation gives 0.204 / 0.234 Eh.

Element x y z (Å)
1 Cu 0.860 -1.931 -1.126
2 N 0.237 0.475 1.026
3 S 0.219 -1.131 1.659
4 O 1.308 -1.942 0.752
5 S -0.497 0.681 -0.345
6 O -0.389 -0.482 -1.298
7 O -0.184 1.987 -0.932
8 C -2.359 0.780 -0.111
9 F -2.862 -0.377 0.293
10 F -2.629 1.706 0.800
11 F -2.941 1.122 -1.254
12 O 2.638 -0.332 -0.898
13 C 3.048 -0.344 0.199
14 O 3.550 -0.212 1.234


No. 2
The following is a DFT calculation (ωB97M-V/def2-TZVPD) of a molecular structure, C2EuLiO4 at a distorted geometry.

As for the energy: -1094.88399 a.u. For the HOMO energy (spin up / spin down), the calculation gives -12.676 / -12.694 eV. The value obtained for the energy above the lowest of the compared OMol25 structures with the same formula, charge and spin is 131.7 kJ/mol. As for the expectation value of S²: 15.760. The multiplicity is 8. The LUMO energy (spin up / spin down) comes out at -0.1923 / -0.1877 Ha. The total charge is +1. For the HOMO-LUMO gap (spin up / spin down), the calculation gives 0.274 / 0.279 Eh.

Element x y z (Å)
1 O -0.943 0.514 0.665
2 C -0.333 1.092 -0.308
3 O -0.466 2.311 -0.480
4 Li -0.861 2.470 1.478
5 Eu -0.698 -1.877 0.829
6 O 1.993 1.053 -0.821
7 O 0.934 -0.895 -0.470
8 C 0.989 0.351 -0.734